{"formula": "C41H64Br3F3N2O17S", "method": "ωB97M-V/def2-TZVPD", "species": ["C", "C", "C", "O", "C", "N", "H", "H", "H", "H", "H", "H", "H", "H", "H", "H", "H", "H", "C", "C", "C", "O", "C", "N", "H", "H", "H", "H", "H", "H", "H", "H", "H", "H", "H", "H", "C", "O", "H", "H", "H", "C", "O", "H", "H", "H", "S", "O", "O", "O", "O", "C", "C", "C", "O", "C", "O", "O", "H", "H", "H", "H", "H", "H", "C", "C", "C", "O", "C", "O", "O", "H", "H", "H", "H", "H", "H", "C", "C", "C", "O", "C", "O", "O", "H", "H", "H", "H", "H", "H", "F", "C", "C", "C", "C", "C", "C", "H", "H", "H", "H", "H", "F", "C", "C", "C", "C", "C", "C", "H", "H", "H", "H", "H", "F", "C", "C", "C", "C", "C", "C", "H", "H", "H", "H", "H", "C", "Br", "Br", "Br", "H"], "coordinates": [[20.220, -3.096, -8.754], [19.323, -3.821, -9.860], [17.891, -4.148, -9.376], [18.050, -4.982, -8.230], [16.867, -5.584, -7.765], [19.174, -2.841, -11.056], [18.750, -1.930, -10.951], [20.004, -2.798, -11.630], [18.612, -3.313, -11.750], [21.240, -3.045, -9.135], [20.341, -3.686, -7.845], [19.769, -2.129, -8.532], [19.909, -4.681, -10.184], [17.270, -4.651, -10.117], [17.485, -3.171, -9.112], [17.079, -5.935, -6.756], [16.554, -6.461, -8.333], [16.057, -4.857, -7.701], [21.153, -3.259, -16.668], [20.004, -2.201, -16.365], [18.682, -2.570, -16.968], [17.612, -1.679, -16.535], [16.320, -2.238, -16.761], [19.820, -2.075, -14.902], [20.661, -1.846, -14.391], [19.200, -1.294, -14.736], [19.317, -2.846, -14.487], [20.923, -4.176, -16.127], [22.145, -2.965, -16.323], [21.213, -3.448, -17.740], [20.392, -1.220, -16.640], [18.526, -3.597, -16.637], [18.788, -2.607, -18.053], [16.066, -3.042, -16.070], [16.109, -2.474, -17.804], [15.606, -1.465, -16.477], [22.143, -4.014, -12.698], [21.986, -2.878, -11.934], [21.425, -4.812, -12.507], [22.171, -3.770, -13.759], [23.146, -4.411, -12.542], [17.644, -5.085, -13.995], [18.000, -3.882, -13.464], [18.012, -5.844, -13.304], [16.603, -5.256, -14.267], [18.126, -5.261, -14.956], [19.690, 0.482, -11.430], [20.904, -0.173, -10.930], [19.747, 1.927, -11.298], [19.643, 0.382, -12.846], [18.555, -0.102, -10.756], [20.928, -6.536, -8.070], [21.535, -7.903, -7.616], [22.340, -8.740, -8.648], [23.578, -9.087, -8.046], [23.621, -8.441, -6.863], [24.674, -8.512, -6.203], [22.531, -7.684, -6.638], [21.690, -5.930, -8.559], [20.646, -5.947, -7.197], [20.113, -6.819, -8.736], [20.682, -8.528, -7.355], [22.490, -8.086, -9.507], [21.813, -9.635, -8.978], [19.094, 0.741, -7.329], [20.604, 0.694, -7.377], [21.319, 1.869, -7.914], [22.043, 2.352, -6.767], [21.837, 1.621, -5.729], [22.228, 1.886, -4.609], [20.882, 0.709, -5.999], [18.594, -0.178, -7.023], [18.814, 0.983, -8.354], [18.779, 1.657, -6.830], [21.012, -0.233, -7.780], [20.701, 2.699, -8.258], [21.968, 1.562, -8.734], [15.037, -8.073, -11.456], [16.424, -8.744, -11.370], [17.597, -7.818, -11.511], [18.438, -8.176, -10.435], [17.793, -8.937, -9.536], [18.252, -9.337, -8.467], [16.569, -9.301, -10.070], [14.242, -8.804, -11.304], [14.715, -7.566, -12.365], [14.918, -7.344, -10.654], [16.453, -9.588, -12.060], [17.287, -6.774, -11.516], [18.113, -8.024, -12.449], [13.448, -7.130, -8.221], [12.722, -6.317, -7.385], [11.409, -5.986, -7.679], [10.675, -5.081, -6.897], [11.316, -4.437, -5.811], [12.613, -4.835, -5.432], [13.324, -5.731, -6.268], [10.943, -6.290, -8.605], [9.706, -4.774, -7.262], [10.726, -3.740, -5.234], [13.028, -4.411, -4.529], [14.345, -5.967, -6.003], [18.966, -1.559, -4.804], [19.979, -2.406, -4.564], [20.990, -1.989, -3.757], [22.121, -2.787, -3.517], [22.092, -4.119, -4.049], [21.026, -4.562, -4.791], [19.994, -3.673, -5.052], [20.930, -0.955, -3.452], [22.969, -2.515, -2.906], [22.903, -4.814, -3.888], [21.044, -5.588, -5.129], [19.184, -4.037, -5.668], [14.767, -5.208, -11.706], [14.583, -4.029, -11.017], [15.318, -2.940, -11.443], [15.459, -1.857, -10.627], [14.720, -1.821, -9.465], [13.893, -2.871, -9.033], [13.805, -4.005, -9.840], [15.866, -3.096, -12.360], [16.080, -1.048, -10.986], [14.768, -0.896, -8.910], [13.449, -2.788, -8.052], [13.204, -4.842, -9.516], [17.978, -8.818, -4.643], [18.280, -6.840, -4.528], [16.189, -9.358, -4.017], [19.426, -9.911, -3.788], [17.976, -9.063, -5.705]], "orbital_gap_ev": [5.063, 3.809], "multiplicity": 2, "charge": -1, "s2": 0.7626, "fmax_ha_per_bohr": 0.087}